Entry 1:
Entry from the OMol25 dataset: an isolated ion of composition C19H17N4O5 and charge -1 (ωB97M-V/def2-TZVPD).

Positions of all 45 atoms, in Å:
C -5.37 -2.40 -1.45
O -5.26 -1.04 -0.94
C -3.97 -0.57 -0.96
C -3.76 0.72 -0.42
C -2.48 1.22 -0.40
C -1.39 0.40 -0.74
C 0.01 0.92 -0.37
C 1.09 -0.11 -0.56
C 2.39 0.54 -0.63
O 2.55 1.75 -0.67
O 3.49 -0.29 -0.65
C 3.26 -1.70 -0.87
C 3.04 -2.02 -2.35
C 4.56 -2.34 -0.37
O 2.19 -2.19 -0.04
C 1.05 -1.41 0.06
O 0.11 -1.88 0.67
C -1.60 -0.83 -1.39
C -2.90 -1.32 -1.50
H -6.38 -2.69 -1.20
H -5.22 -2.42 -2.55
H -4.64 -3.08 -0.98
H -4.60 1.30 -0.04
H -2.27 2.25 -0.09
H 0.23 1.73 -1.09
H 2.16 -1.51 -2.76
H 3.93 -1.72 -2.93
H 2.91 -3.11 -2.48
H 4.72 -2.03 0.67
H 4.49 -3.43 -0.42
H 5.40 -2.00 -0.98
H -0.78 -1.42 -1.79
H -3.05 -2.30 -1.98
C 0.57 3.39 4.12
N 1.37 4.37 3.73
C 1.73 4.46 2.43
N 1.41 3.55 1.46
C 0.66 2.56 1.79
C 0.11 2.47 3.18
N -0.72 1.40 3.24
C -0.65 0.82 2.05
N 0.12 1.44 1.12
H 0.33 3.30 5.19
H 2.34 5.32 2.11
H -1.17 -0.12 1.77

Output
LUMO level (eV): 2.70
Charge: -1
Spin multiplicity: 1
Highest occupied orbital energy (hartree): -0.16825
HOMO-LUMO gap (eV): 7.28

Results of the natural (NBO) charge analysis, in e, for atoms 1 through 4: -0.26 -0.50 0.30 -0.28

=====

Entry 2:
Entry from the OMol25 dataset: the molecule C19H17NO4 (ωB97M-V/def2-TZVPD).

Positions of all 41 atoms, in Å:
C -0.97 -1.30 6.26
H -0.15 -0.65 6.57
H -1.26 -1.97 7.07
H -1.82 -0.68 5.96
O -0.56 -2.13 5.19
C -0.16 -1.50 4.08
O -0.13 -0.31 3.97
C 0.22 -2.50 3.01
C 0.95 -1.83 1.89
C 2.18 -1.26 2.09
C 2.81 -0.55 1.04
C 2.16 -0.43 -0.15
N 0.95 -0.99 -0.36
C 0.27 -1.71 0.63
O -0.82 -2.21 0.37
C 0.28 -0.77 -1.63
C -0.26 0.63 -1.78
C -0.34 1.48 -0.71
C -0.83 2.79 -0.85
C -1.22 3.25 -2.08
C -1.17 2.40 -3.21
C -1.59 2.85 -4.47
C -1.56 2.03 -5.56
C -1.11 0.71 -5.42
C -0.69 0.24 -4.21
C -0.69 1.07 -3.07
H -0.36 -0.78 -4.13
H -1.10 0.06 -6.28
H -1.89 2.38 -6.53
H -1.95 3.87 -4.57
H -1.59 4.26 -2.20
H -0.88 3.43 0.02
H -0.05 1.15 0.27
H -0.55 -1.49 -1.65
H 0.98 -1.00 -2.43
H 2.58 0.12 -0.97
H 3.78 -0.10 1.18
O 2.78 -1.41 3.29
H 3.61 -0.91 3.31
H 0.82 -3.29 3.47
H -0.69 -2.95 2.61

Output
Relative energy (zero: lowest compared OMol25 entry of this formula, charge and spin) (kcal per mole): 0.0
LUMO level (eV): 0.51
Spin multiplicity: 1
Highest occupied orbital energy (hartree): -0.30386
HOMO-LUMO gap (eV): 8.78

Results of the natural (NBO) charge analysis, in e, for atoms 1 through 4: -0.26 0.19 0.19 0.19

=====

Entry 3:
Entry from the OMol25 dataset: a 2-piece molecular cluster, C19H17NO6S overall (ωB97M-V/def2-TZVPD).

Positions of all 44 atoms, in Å:
C 4.87 -1.80 -0.60
C 4.90 -0.33 -0.95
N 5.90 0.24 -1.49
C 3.69 0.52 -0.63
C 3.19 0.30 0.79
C 3.97 0.83 1.81
C 3.61 0.69 3.15
C 2.44 0.02 3.48
C 1.64 -0.50 2.48
C 2.01 -0.38 1.13
C 1.13 -1.02 0.10
O 1.55 -1.40 -0.98
C -0.31 -1.17 0.46
C -1.27 -1.26 -0.53
C -2.61 -1.39 -0.18
C -2.98 -1.47 1.16
C -2.01 -1.41 2.16
C -0.68 -1.25 1.80
C 0.37 -1.19 2.86
O 0.20 -1.63 3.97
H 5.65 -2.01 0.14
H 3.92 -2.12 -0.17
H 5.06 -2.40 -1.49
H 6.63 -0.45 -1.68
H 2.92 0.32 -1.37
H 4.01 1.56 -0.70
H 4.88 1.37 1.56
H 4.24 1.12 3.91
H 2.15 -0.10 4.52
H -0.98 -1.20 -1.57
H -3.38 -1.44 -0.93
H -4.02 -1.57 1.44
H -2.26 -1.49 3.21
C -6.42 1.93 -2.13
C -5.73 2.69 -3.24
O -4.36 2.77 -2.81
S -3.97 1.44 -2.01
O -3.33 0.53 -2.88
O -3.38 1.83 -0.78
O -5.46 0.93 -1.76
H -6.61 2.57 -1.26
H -7.33 1.44 -2.45
H -6.11 3.70 -3.37
H -5.77 2.16 -4.19

Output
Relative energy (zero: lowest compared OMol25 entry of this formula, charge and spin) (kcal per mole): 0.0
LUMO level (eV): -0.65
Spin multiplicity: 1
Highest occupied orbital energy (hartree): -0.34334
HOMO-LUMO gap (eV): 8.69

Results of the natural (NBO) charge analysis, in e, for atoms 1 through 4: -0.70 0.34 -0.63 -0.51

=====

Entry 4:
Entry from the OMol25 dataset: C19H18AlF3N4 as an isolated structure (ωB97M-V/def2-TZVPD).

Positions of all 45 atoms, in Å:
Al 0.01 -0.84 -0.12
C -0.66 1.82 0.87
N -0.03 1.27 -0.35
C 1.32 1.83 -0.52
C 2.25 0.76 -1.04
C 3.39 1.06 -1.77
C 4.22 0.03 -2.17
C 3.90 -1.27 -1.80
C 2.74 -1.49 -1.07
N 1.92 -0.49 -0.70
C -0.87 1.47 -1.54
C -2.07 0.57 -1.42
C -3.23 0.74 -2.16
C -4.27 -0.16 -2.00
C -4.14 -1.18 -1.07
C -2.97 -1.28 -0.35
N -1.94 -0.44 -0.54
C -0.24 1.00 2.05
C -0.20 1.52 3.33
C 0.18 0.70 4.38
C 0.51 -0.63 4.12
C 0.45 -1.08 2.82
N 0.08 -0.29 1.79
H -0.41 2.87 1.00
H -1.75 1.76 0.77
H 1.32 2.70 -1.17
H 1.70 2.14 0.45
H 3.61 2.09 -2.03
H 5.10 0.23 -2.77
H 4.52 -2.11 -2.07
H 2.47 -2.49 -0.79
H -1.17 2.51 -1.66
H -0.30 1.17 -2.43
H -3.30 1.57 -2.85
H -5.17 -0.05 -2.58
H -4.93 -1.89 -0.90
H -2.84 -2.04 0.40
H -0.45 2.55 3.50
H 0.22 1.09 5.39
H 0.81 -1.30 4.91
H 0.70 -2.10 2.57
F 0.90 -3.71 0.38
C -0.14 -2.95 0.37
F -0.05 -1.97 -1.47
F -1.17 -3.69 0.24

Output
LUMO level (eV): -6.11
Charge: +2
Spin multiplicity: 1
Highest occupied orbital energy (hartree): -0.59170
HOMO-LUMO gap (eV): 10.00

Results of the natural (NBO) charge analysis, in e, for atoms 1 through 4: 1.85 -0.27 -0.52 -0.26

=====

Entry 5:
Entry from the OMol25 dataset: the molecule C19H18BrClN2O6S (ωB97M-V/def2-TZVPD).

Positions of all 48 atoms, in Å:
O -2.51 0.77 4.60
C -1.89 0.58 3.59
N -0.58 0.21 3.61
C 0.23 -0.26 2.57
C -0.23 -1.23 1.68
C 0.58 -1.67 0.66
C 1.87 -1.20 0.51
C 2.36 -0.26 1.40
C 1.54 0.21 2.42
Cl 2.13 1.42 3.50
H 3.36 0.12 1.31
H 2.48 -1.58 -0.30
S -0.07 -2.89 -0.49
O -1.41 -3.18 -0.09
O 0.87 -3.97 -0.59
N -0.01 -1.98 -1.91
C 0.42 -2.70 -3.10
H 1.13 -2.06 -3.64
H 0.93 -3.61 -2.79
C -0.85 -2.96 -3.94
H -1.00 -4.03 -4.12
H -0.77 -2.47 -4.91
C -1.99 -2.36 -3.12
H -2.44 -3.11 -2.47
H -2.76 -1.90 -3.73
C -1.27 -1.34 -2.23
H -1.05 -0.42 -2.79
H -1.80 -1.11 -1.32
H -1.21 -1.66 1.78
H -0.12 0.34 4.51
C -2.53 0.80 2.21
H -3.30 1.57 2.34
H -2.98 -0.11 1.83
O -1.59 1.21 1.22
C -0.91 2.33 1.50
O -1.17 3.02 2.47
C 0.20 2.60 0.58
C 0.48 1.73 -0.48
C 1.57 1.97 -1.28
C 2.40 3.06 -1.06
C 2.13 3.92 -0.02
C 1.03 3.71 0.82
O 0.84 4.57 1.81
H 0.05 4.28 2.34
H 2.77 4.77 0.17
H 3.26 3.22 -1.70
Br 1.96 0.77 -2.70
H -0.16 0.88 -0.65

Output
LUMO level (eV): -0.21
Spin multiplicity: 1
Highest occupied orbital energy (hartree): -0.32846
HOMO-LUMO gap (eV): 8.73

Results of the natural (NBO) charge analysis, in e, for atoms 1 through 4: -0.57 0.67 -0.63 0.12

=====

Entry 6:
Entry from the OMol25 dataset: a 2-piece molecular cluster, C19H18BrFN2O6P overall (ωB97M-V/def2-TZVPD).

Positions of all 48 atoms, in Å:
C 2.29 3.77 1.31
C 0.96 2.93 0.87
C 0.78 1.47 1.60
F 1.39 1.43 2.99
C 1.45 0.20 0.79
C 2.95 0.49 0.10
C 3.63 -0.78 -0.68
C 2.93 -2.26 -0.79
C 1.46 -2.57 -0.14
C 0.72 -1.30 0.65
C -0.76 -1.62 1.30
C -1.75 -2.42 0.23
C -3.14 -1.55 0.12
C -4.58 -2.02 0.77
C -5.87 -0.99 0.60
C -5.77 0.46 -0.23
C -4.32 0.92 -0.91
C -3.05 -0.11 -0.70
C 4.01 -3.17 -1.61
O 3.87 -4.23 -2.42
N 5.32 -2.45 -1.25
P 5.91 -2.85 0.39
O 6.03 -1.40 1.39
Br 8.10 -3.58 0.19
C 5.03 -0.95 -1.51
O 5.74 -0.11 -2.26
H 3.22 3.64 0.58
H 2.62 3.61 2.43
H 2.01 4.93 1.24
H 0.02 3.59 1.19
H 0.85 2.83 -0.32
H -0.39 1.33 1.79
H 3.51 1.52 0.17
H 0.98 -3.63 -0.26
H -1.32 -0.63 1.62
H -0.63 -2.28 2.28
H -2.05 -3.46 0.72
H -1.25 -2.60 -0.82
H -4.68 -3.03 1.37
H -6.95 -1.22 1.05
H -6.73 1.16 -0.35
H -4.20 1.95 -1.49
H -2.01 0.19 -1.18
H 5.12 -1.21 1.81
N -5.35 4.00 -3.15
O -4.19 3.84 -2.76
O -6.30 3.49 -2.52
O -5.58 4.65 -4.18

Output
LUMO level (eV): -0.20
Charge: -1
Spin multiplicity: 1
Highest occupied orbital energy (hartree): -0.17545
HOMO-LUMO gap (eV): 4.57

Results of the natural (NBO) charge analysis, in e, for atoms 1 through 4: -0.65 -0.46 0.17 -0.40

=====

Entry 7:
Entry from the OMol25 dataset: C19H18ClFN4O10Pd as an isolated structure (ωB97M-V/def2-TZVPD).

Positions of all 54 atoms, in Å:
Pd -1.38 -0.28 1.31
N -2.65 1.91 1.18
C -2.45 2.50 2.49
C -2.60 1.46 3.57
O -2.96 1.67 4.69
N -2.18 0.12 3.14
C -2.41 -0.82 3.95
C -4.46 -2.30 1.72
O -5.14 -2.83 2.49
O -3.77 -1.76 0.95
H -2.19 2.41 0.44
H -3.62 1.78 0.92
H -3.10 3.34 2.74
H -1.41 2.83 2.56
H -2.95 -0.63 4.88
H -2.03 -1.81 3.72
F -4.46 -1.47 -4.96
C -3.33 -0.78 -4.82
C -2.40 -1.15 -3.93
N -1.22 -0.47 -3.78
C -0.34 -0.81 -2.68
C -0.93 -0.38 -1.35
O -0.48 -1.00 -0.31
O -1.80 0.49 -1.28
C -0.93 0.67 -4.52
O 0.08 1.31 -4.39
N -1.91 1.00 -5.44
C -3.14 0.39 -5.67
O -3.92 0.80 -6.49
H -2.55 -2.00 -3.29
H 0.60 -0.28 -2.82
H -0.13 -1.88 -2.67
H -1.71 1.82 -5.99
C 5.26 1.69 1.47
C 4.64 0.54 0.73
C 5.05 0.20 -0.55
C 4.46 -0.86 -1.22
Cl 4.99 -1.26 -2.83
C 3.45 -1.59 -0.63
C 3.03 -1.27 0.65
C 3.62 -0.21 1.33
O 3.27 0.19 2.58
C 2.30 -0.57 3.26
C 0.91 -0.49 2.62
O 0.58 0.59 2.08
O 0.18 -1.51 2.67
H 6.01 2.18 0.86
H 5.73 1.34 2.39
H 4.51 2.42 1.76
H 5.83 0.77 -1.04
H 2.99 -2.42 -1.16
H 2.23 -1.85 1.09
H 2.24 -0.15 4.26
H 2.60 -1.62 3.33

Output
Relative energy (zero: lowest compared OMol25 entry of this formula, charge and spin) (kcal per mole): 0.0
LUMO level (eV): -1.58
Spin multiplicity: 1
Highest occupied orbital energy (hartree): -0.30049
HOMO-LUMO gap (eV): 6.59

Results of the natural (NBO) charge analysis, in e, for atoms 1 through 4: 1.11 -0.84 -0.34 0.69

=====

Entry 8:
Entry from the OMol25 dataset: C19H18CuN2O13 as an isolated structure (ωB97M-V/def2-TZVPD).

Positions of all 53 atoms, in Å:
Cu 0.72 0.65 -1.05
C -0.16 -3.63 -1.03
C -0.61 -4.90 -1.62
C -0.06 -5.34 -3.03
O -0.26 -6.55 -3.32
C 0.75 -4.37 -3.78
C 1.05 -3.13 -3.27
C 0.63 -2.77 -1.83
O 1.05 -1.74 -1.18
O 1.63 -2.40 -4.15
O -1.20 -5.81 -1.04
H -0.35 -3.40 0.01
H 1.02 -4.58 -4.80
C 0.37 5.00 0.52
C 1.34 6.07 0.61
C 2.93 5.73 0.36
O 3.75 6.63 0.64
C 3.18 4.34 -0.03
C 2.23 3.37 -0.05
C 0.81 3.74 0.24
O -0.13 2.86 0.04
O 2.58 2.19 -0.48
O 1.12 7.25 0.82
H -0.69 5.18 0.61
H 4.22 4.27 -0.33
C 0.71 0.94 -3.71
O 0.74 0.73 -4.94
O 1.79 0.63 -3.12
O -0.24 1.21 -2.97
C 0.75 0.27 2.19
O 1.28 0.38 1.13
N 1.25 -0.43 3.17
C 0.50 -0.73 4.44
C 2.60 -1.25 3.17
H -0.21 0.75 2.43
H 0.01 -1.70 4.43
H -0.30 -0.01 4.61
H 1.14 -0.63 5.31
H 3.16 -1.11 4.10
H 2.45 -2.32 3.09
H 3.23 -1.00 2.32
C -2.43 -0.10 -0.56
O -1.36 0.13 0.02
N -3.59 -0.46 0.05
C -3.64 -0.46 1.50
C -4.76 -0.51 -0.77
H -2.56 -0.11 -1.65
H -2.90 -1.11 1.96
H -4.65 -0.66 1.86
H -3.41 0.50 1.96
H -4.70 -0.87 -1.79
H -5.47 -1.19 -0.30
H -5.28 0.44 -0.78

Output
Relative energy (zero: lowest compared OMol25 entry of this formula, charge and spin) (kcal per mole): 71.2
LUMO level (spin up / spin down) (eV): 7.01 / 7.01
Charge: -4
Spin multiplicity: 2
Highest occupied orbital energy (spin up / spin down) (hartree): 0.17150 / 0.17954
HOMO-LUMO gap (spin up / spin down) (eV): 2.34 / 2.13

Results of the natural (NBO) charge analysis, in e, for atoms 1 through 4: 1.55 -0.55 0.42 0.40

=====

Entry 9:
Entry from the OMol25 dataset: C19H18F3N2O4S2 as an isolated structure (ωB97M-V/def2-TZVPD).

Positions of all 48 atoms, in Å:
C 3.42 -2.92 -2.44
C 2.39 -2.88 -1.35
O 1.76 -1.57 -1.53
C 0.83 -1.31 -0.60
C 0.15 0.05 -0.77
C -1.18 -0.32 -1.42
C -2.02 -1.21 -0.76
C -3.35 -1.34 -1.15
C -3.85 -0.56 -2.19
C -5.25 -0.60 -2.54
N -6.38 -0.65 -2.81
C -2.99 0.27 -2.91
C -1.65 0.38 -2.53
O 0.52 -2.11 0.26
H 3.96 -3.87 -2.42
H 2.94 -2.82 -3.42
H 4.13 -2.10 -2.33
H 1.62 -3.65 -1.46
H 2.83 -2.92 -0.35
H 0.62 0.73 -1.51
H -1.67 -1.79 0.10
H -4.02 -2.02 -0.61
H -3.36 0.87 -3.75
H -0.96 1.05 -3.05
C 1.34 1.60 3.84
N 0.98 0.22 4.02
S 2.41 0.90 -0.74
C 2.79 2.60 -0.44
F 3.26 3.20 -1.59
F 1.72 3.35 0.00
F 3.77 2.70 0.52
S 1.06 -0.61 2.71
C -0.34 0.04 1.77
C -1.48 0.22 2.58
C -2.32 1.29 2.33
C -1.99 2.20 1.31
C -0.93 1.93 0.45
C -0.24 0.71 0.54
O 2.25 -0.17 1.86
O 0.96 -2.03 2.94
H 2.44 1.72 3.79
H 0.83 2.12 2.99
H 1.00 2.12 4.75
H -1.64 -0.43 3.43
H -3.21 1.44 2.95
H -2.57 3.12 1.19
H -0.72 2.60 -0.39
H 2.13 0.44 0.74

Output
Relative energy (zero: lowest compared OMol25 entry of this formula, charge and spin) (kcal per mole): 6.4
LUMO level (eV): 2.32
Charge: -1
Spin multiplicity: 1
Highest occupied orbital energy (hartree): -0.18749
HOMO-LUMO gap (eV): 7.42

Results of the natural (NBO) charge analysis, in e, for atoms 1 through 4: -0.62 -0.07 -0.52 0.83

=====

Entry 10:
Entry from the OMol25 dataset: the molecule C19H18F3N5S (ωB97M-V/def2-TZVPD).

Positions of all 46 atoms, in Å:
F 6.12 2.06 0.35
C 5.31 1.59 -0.63
F 5.94 0.52 -1.14
F 5.30 2.52 -1.59
C 3.94 1.26 -0.11
C 3.77 0.08 0.60
C 2.52 -0.24 1.12
C 1.46 0.64 0.93
C 1.64 1.81 0.22
C 2.88 2.13 -0.30
H 3.03 3.05 -0.86
H 0.81 2.48 0.06
H 0.49 0.39 1.33
C 2.30 -1.54 1.86
N 1.50 -2.42 1.05
C 1.86 -3.49 0.31
N 0.83 -3.96 -0.35
C -0.18 -3.13 0.00
N 0.18 -2.18 0.85
N -1.43 -3.30 -0.51
C -2.52 -2.47 -0.36
N -2.42 -1.49 0.54
C -3.38 -0.42 0.66
H -3.47 -0.15 1.72
H -4.34 -0.80 0.30
C -2.97 0.81 -0.17
C -4.01 1.88 -0.04
C -5.15 1.84 -0.84
C -6.13 2.80 -0.71
C -5.99 3.82 0.21
C -4.87 3.87 1.01
C -3.88 2.90 0.89
H -3.00 2.95 1.51
H -4.75 4.66 1.74
H -6.76 4.57 0.31
H -7.01 2.76 -1.34
H -5.26 1.04 -1.56
H -2.00 1.18 0.19
H -2.86 0.50 -1.21
H -1.50 -1.37 0.96
S -3.87 -2.78 -1.27
H -1.54 -4.06 -1.16
H 2.85 -3.89 0.29
H 1.76 -1.35 2.79
H 3.24 -2.04 2.07
H 4.61 -0.59 0.74

Output
Relative energy (zero: lowest compared OMol25 entry of this formula, charge and spin) (kcal per mole): 0.0
LUMO level (eV): 0.26
Spin multiplicity: 1
Highest occupied orbital energy (hartree): -0.30387
HOMO-LUMO gap (eV): 8.53

Results of the natural (NBO) charge analysis, in e, for atoms 1 through 4: -0.33 0.97 -0.32 -0.32

=====

Please write out number 6 again, unchanged.
Entry from the OMol25 dataset: a 2-piece molecular cluster, C19H18BrFN2O6P overall (ωB97M-V/def2-TZVPD).

Positions of all 48 atoms, in Å:
C 2.29 3.77 1.31
C 0.96 2.93 0.87
C 0.78 1.47 1.60
F 1.39 1.43 2.99
C 1.45 0.20 0.79
C 2.95 0.49 0.10
C 3.63 -0.78 -0.68
C 2.93 -2.26 -0.79
C 1.46 -2.57 -0.14
C 0.72 -1.30 0.65
C -0.76 -1.62 1.30
C -1.75 -2.42 0.23
C -3.14 -1.55 0.12
C -4.58 -2.02 0.77
C -5.87 -0.99 0.60
C -5.77 0.46 -0.23
C -4.32 0.92 -0.91
C -3.05 -0.11 -0.70
C 4.01 -3.17 -1.61
O 3.87 -4.23 -2.42
N 5.32 -2.45 -1.25
P 5.91 -2.85 0.39
O 6.03 -1.40 1.39
Br 8.10 -3.58 0.19
C 5.03 -0.95 -1.51
O 5.74 -0.11 -2.26
H 3.22 3.64 0.58
H 2.62 3.61 2.43
H 2.01 4.93 1.24
H 0.02 3.59 1.19
H 0.85 2.83 -0.32
H -0.39 1.33 1.79
H 3.51 1.52 0.17
H 0.98 -3.63 -0.26
H -1.32 -0.63 1.62
H -0.63 -2.28 2.28
H -2.05 -3.46 0.72
H -1.25 -2.60 -0.82
H -4.68 -3.03 1.37
H -6.95 -1.22 1.05
H -6.73 1.16 -0.35
H -4.20 1.95 -1.49
H -2.01 0.19 -1.18
H 5.12 -1.21 1.81
N -5.35 4.00 -3.15
O -4.19 3.84 -2.76
O -6.30 3.49 -2.52
O -5.58 4.65 -4.18

Output
LUMO level (eV): -0.20
Charge: -1
Spin multiplicity: 1
Highest occupied orbital energy (hartree): -0.17545
HOMO-LUMO gap (eV): 4.57

Results of the natural (NBO) charge analysis, in e, for atoms 1 through 4: -0.65 -0.46 0.17 -0.40